Entry 1:
The following is a quantum chemistry calculation of 7 unconnected molecules or ions with the total composition C6H24FN12O6, from the OMol25 dataset.

Calculated values
largest force on an atom = 7.1 eV/A
electronic energy = -1451.6416 Ha
energy relative to the best compared isomer or geometry (same formula, charge and spin) = 443.3 kJ/mol
net charge = -1

CARTESIAN COORDINATES (ANGSTROEM)
F: 18.66149 10.64955 4.39094
C: 21.78069 12.75009 5.12277
O: 22.33052 12.15250 6.04277
N: 22.32210 13.73951 4.41470
N: 20.57802 12.50470 4.72017
H: 23.25964 13.98392 4.69998
H: 21.95582 13.86899 3.48241
H: 20.01076 11.75501 5.08934
H: 20.19590 13.00976 3.93341
C: 17.88237 14.16801 6.53239
O: 17.19893 15.15089 6.81980
N: 19.15663 14.12094 6.66256
N: 17.40642 13.21082 5.74100
H: 19.63072 14.90351 7.09025
H: 19.56756 13.61247 5.89269
H: 16.54650 13.50647 5.30143
H: 17.95757 12.40257 5.48986
C: 20.38233 8.56199 6.88149
O: 21.23979 8.00818 7.60709
N: 20.45091 9.79035 6.53329
N: 19.27460 8.10159 6.46331
H: 19.62830 10.18789 6.10274
H: 21.10842 10.32483 7.08293
H: 18.99470 7.28020 6.98009
H: 18.76868 8.60145 5.74617
C: 15.83065 9.11812 6.80611
O: 15.11503 8.34436 7.43419
N: 16.71616 9.95659 7.33199
N: 16.05133 8.92700 5.55357
H: 16.56297 10.19572 8.30124
H: 17.12329 10.54570 6.61974
H: 16.76748 9.49600 5.12524
H: 15.80291 8.02350 5.17663
C: 20.81009 8.94927 2.05158
O: 21.61310 8.39960 1.28805
N: 19.55439 8.75470 1.98823
N: 21.13914 9.68443 3.03544
H: 18.94796 9.35146 2.53249
H: 19.35713 8.01570 1.32863
H: 20.41268 9.76114 3.73292
H: 22.02854 10.07987 3.30507
C: 16.53353 10.73815 1.72062
O: 15.79966 10.60976 0.68870
N: 16.30984 10.21647 2.86838
N: 17.68446 11.33073 1.79668
H: 15.42843 9.88351 3.23219
H: 17.13489 10.34423 3.43678
H: 18.08342 11.91276 1.07406
H: 18.21467 11.15091 2.63730

Force components x, y, z for each atom (eV/Å):
-0.5 -0.3 0.4
2.1 -1.0 1.8
0.2 0.5 0.1
1.6 1.6 -0.6
-4.0 -0.9 -1.2
-0.1 0.1 -0.6
0.7 0.4 0.2
0.2 -0.3 -0.5
-0.1 -0.4 0.1
-3.0 3.1 -1.1
-0.5 -0.2 0.9
4.4 -0.4 1.2
-1.6 -1.4 -0.6
-0.1 -0.3 -0.2
1.0 0.2 0.6
0.1 -0.8 -0.1
-0.5 0.0 -0.5
4.0 -1.2 3.4
-1.2 0.0 -0.7
2.1 5.4 -0.7
-4.1 -4.6 -1.0
0.4 0.4 0.2
0.0 0.5 -0.7
-0.7 -0.1 -0.9
-0.4 -0.6 0.4
-0.3 -2.9 3.3
-0.8 0.5 0.7
0.2 1.6 1.1
0.3 -0.3 -5.1
0.3 0.5 -0.4
0.4 0.7 1.0
0.0 -0.5 -0.4
0.0 0.4 -0.1
4.6 -2.3 -2.9
0.2 0.0 -0.6
-4.6 -1.4 -1.0
1.2 3.9 5.1
-0.4 -0.8 -0.5
-1.1 0.4 0.2
0.3 0.6 0.3
0.0 -0.7 -0.6
-3.7 -0.6 -6.0
1.3 0.8 2.0
-1.5 -2.4 4.3
4.0 2.8 -1.3
0.4 0.0 -0.4
-0.9 -0.4 1.4
-0.3 -0.6 0.0
0.5 0.8 -0.1

Entry 2:
The following is a quantum chemistry calculation of 7 unconnected molecules or ions with the total composition C6H24FN12O6, from the OMol25 dataset.

Calculated values
largest force on an atom = 1.8 eV/A
electronic energy = -1451.8104 Ha
energy relative to the best compared isomer or geometry (same formula, charge and spin) = 0.0 kJ/mol
net charge = -1

CARTESIAN COORDINATES (ANGSTROEM)
F: 0.30848 0.20275 0.39627
C: 3.18721 2.05285 0.37477
O: 4.16136 2.78167 0.51405
N: 3.16431 0.96333 -0.45020
N: 2.01341 2.26556 1.03555
H: 3.91734 0.80888 -1.09053
H: 2.29561 0.45939 -0.53298
H: 1.23064 1.61963 0.99841
H: 1.97723 3.08378 1.61341
C: -3.61801 2.62563 1.24626
O: -4.38505 2.70769 2.19901
N: -2.29070 2.39221 1.33926
N: -4.09537 2.71587 -0.04567
H: -1.90073 2.29670 2.26004
H: -1.63506 2.50826 0.58169
H: -5.04702 2.97846 -0.20603
H: -3.49170 2.48196 -0.81938
C: 2.29564 -2.59907 -2.07399
O: 3.26344 -2.41476 -1.35249
N: 1.01404 -2.25685 -1.77277
N: 2.45776 -3.16775 -3.33101
H: 0.78742 -1.82047 -0.89322
H: 0.30611 -2.54452 -2.42132
H: 1.67679 -3.45685 -3.88638
H: 3.40589 -3.35191 -3.59493
C: -2.51221 -1.90918 0.35049
O: -3.29820 -2.78637 -0.00677
N: -1.27235 -2.21186 0.82374
N: -2.83485 -0.59124 0.34824
H: -0.90697 -3.14385 0.83098
H: -0.66173 -1.46211 1.11933
H: -3.72523 -0.40915 -0.07921
H: -2.15581 0.14011 0.46975
C: 2.10124 -2.00210 2.78750
O: 2.88195 -2.78029 3.31998
N: 1.08175 -1.40063 3.47467
N: 2.11206 -1.71619 1.45385
H: 0.43287 -0.78815 3.01168
H: 0.94751 -1.55276 4.45451
H: 1.50828 -1.01752 1.03627
H: 2.86426 -2.10418 0.91009
C: -1.31961 1.72547 -2.14639
O: -2.23980 2.15865 -2.82967
N: -0.94510 0.42661 -2.06654
N: -0.58880 2.53979 -1.30179
H: -0.38387 0.10903 -1.28859
H: -1.36677 -0.19474 -2.72958
H: 0.05463 2.11650 -0.64708
H: -0.77231 3.52169 -1.38329

Force components x, y, z for each atom (eV/Å):
-0.1 0.0 -0.1
0.2 -0.1 -0.2
0.0 0.0 -0.1
-0.3 0.2 0.2
-0.3 0.4 0.2
0.1 -0.1 0.1
0.1 -0.1 -0.2
0.2 -0.3 0.0
0.1 -0.1 0.1
-1.7 0.1 -0.5
0.6 0.1 0.0
0.9 -0.1 0.5
0.9 -0.1 0.1
-0.2 0.0 0.0
-0.3 0.0 -0.2
-0.1 -0.1 0.1
-0.2 0.2 -0.3
0.4 -0.1 -0.4
-0.2 0.2 0.0
0.4 -0.3 -0.3
-0.2 0.4 0.7
-0.1 -0.1 0.0
-0.4 0.2 0.3
0.1 0.0 -0.2
-0.1 -0.2 -0.1
-0.1 -1.0 0.1
0.0 0.3 -0.1
0.6 0.7 0.2
-0.3 -0.2 0.0
-0.3 -0.1 0.0
0.0 -0.1 -0.3
0.1 0.3 0.0
0.0 0.0 0.0
-0.1 -0.4 -0.3
0.0 0.2 0.1
-0.5 0.5 0.0
0.1 -0.3 0.2
0.1 0.0 0.0
0.3 -0.2 0.0
0.1 0.2 0.1
0.0 0.1 -0.1
0.3 0.0 0.9
0.1 0.0 -0.3
-0.2 0.2 -0.8
-0.6 -0.3 -0.3
0.2 -0.1 0.2
-0.2 -0.2 0.2
0.3 0.3 -0.2
0.2 0.1 0.2

Entry 3:
The following is a quantum chemistry calculation of a molecular structure, C6H24HfO8, from the OMol25 dataset.

Calculated values
largest force on an atom = 3.0 eV/A
electronic energy = -892.0524 Ha
energy relative to the best compared isomer or geometry (same formula, charge and spin) = 2476.8 kJ/mol
net charge = 0

CARTESIAN COORDINATES (ANGSTROEM)
Hf: 0.33197 0.39467 0.30175
C: 2.12876 5.72331 1.18069
O: 2.22540 4.36040 0.89801
H: 1.58387 5.89077 2.10975
H: 3.14019 6.11119 1.30175
H: 1.55179 6.40916 0.56035
C: -2.03860 -2.85141 -4.08087
O: -1.51618 -2.19615 -2.94232
H: -2.63900 -3.72620 -3.83112
H: -2.66123 -2.14497 -4.62984
H: -1.27352 -3.19178 -4.77864
C: -6.11980 0.04084 2.27589
C: -5.22118 1.27325 2.65337
O: -3.91410 1.26630 2.10507
H: -5.69139 -0.93133 2.03207
H: -6.64779 0.24991 1.34550
H: -6.85205 -0.16315 3.05711
H: -5.15529 1.48345 3.72087
H: -5.75558 2.14260 2.27029
C: 5.41291 -3.22406 -1.69054
C: 4.73331 -3.53201 -0.38044
O: 3.86997 -2.50182 0.09790
H: 5.85258 -2.22672 -1.68073
H: 4.61599 -3.17994 -2.43289
H: 6.13918 -4.03076 -1.78991
H: 5.44519 -3.84111 0.38492
H: 4.21182 -4.47758 -0.52888
O: -1.11123 3.09264 -2.34537
H: -1.98798 3.45889 -2.46115
H: -0.55878 3.59990 -2.94010
O: -1.48733 -2.92181 2.16718
H: -1.95617 -3.70782 1.88681
H: -1.32788 -3.05781 3.10115
O: 2.55835 1.21201 -3.13923
H: 3.29710 1.82002 -3.11047
H: 2.35650 1.12352 -4.07071
O: 1.31081 0.66545 4.12289
H: 0.90201 0.94928 4.94054
H: 2.24725 0.63881 4.31938

Force components x, y, z for each atom (eV/Å):
0.2 0.5 0.0
-0.6 -1.2 0.4
-0.4 0.8 -0.4
0.3 -0.2 0.9
0.3 0.2 0.2
0.1 -0.3 -1.3
0.7 0.4 2.1
-0.5 -0.8 -1.5
-0.3 -0.1 0.2
-0.3 0.3 -0.3
0.5 0.2 -0.2
-0.1 0.4 -0.1
2.0 -1.7 -1.6
-2.0 0.0 0.7
1.0 0.2 0.5
-0.3 0.3 0.1
-0.2 0.2 0.0
0.0 -0.2 0.5
-0.1 0.6 -0.2
-0.5 0.3 0.5
-1.5 2.3 0.6
1.2 -1.9 -0.7
0.4 -0.2 0.1
0.3 -0.4 -0.4
0.1 0.2 -0.8
0.4 0.3 0.6
-0.8 -0.4 0.1
0.1 -0.3 0.2
-0.3 0.0 0.0
0.2 0.1 -0.1
0.2 0.3 -0.1
-0.1 -0.2 -0.2
0.1 0.0 0.3
-0.2 -0.1 0.3
0.2 0.2 0.1
-0.1 -0.1 -0.2
-0.1 -0.1 -0.3
-0.2 0.1 0.2
0.3 0.0 0.0

Entry 4:
The following is a quantum chemistry calculation of a molecular structure, C6H24InN12O6, from the OMol25 dataset.

Calculated values
largest force on an atom = 7.0 eV/A
electronic energy = -1540.5651 Ha
energy relative to the best compared isomer or geometry (same formula, charge and spin) = 747.4 kJ/mol
net charge = +3

CARTESIAN COORDINATES (ANGSTROEM)
In: -0.58446 -0.98987 0.48085
C: 0.90169 0.87519 5.58710
O: 0.45205 0.35033 4.54702
N: 1.25277 0.17667 6.56991
N: 1.44554 2.06209 5.59166
H: 1.27687 -0.81528 6.38132
H: 1.61915 0.56982 7.42506
H: 1.22994 2.65182 4.80056
H: 1.86477 2.39266 6.44902
C: -3.08055 -2.20715 -4.59169
O: -2.45664 -2.12339 -3.53325
N: -3.82046 -1.25920 -5.08188
N: -3.22739 -3.27033 -5.29756
H: -3.61951 -0.34979 -4.69113
H: -4.29071 -1.34866 -5.97124
H: -3.92023 -3.20836 -6.02984
H: -2.73780 -4.09584 -4.98304
C: -3.26486 -5.58922 -0.37584
O: -2.30352 -4.94658 0.03630
N: -4.44114 -5.35297 -0.03912
N: -3.17337 -6.66571 -1.12430
H: -4.98519 -6.19778 -0.14118
H: -4.67650 -4.66394 0.66084
H: -4.01106 -7.22850 -1.08381
H: -2.29428 -7.04255 -1.44881
C: -2.15950 3.39126 -2.70869
O: -2.15794 2.22226 -2.24044
N: -2.96671 3.83201 -3.64038
N: -1.46409 4.33959 -2.19170
H: -3.69262 3.17830 -3.89693
H: -2.79035 4.71271 -4.10230
H: -1.20872 4.08529 -1.24819
H: -1.38586 5.22698 -2.66763
C: 2.18992 3.96165 0.71431
O: 1.41482 3.02745 0.69785
N: 2.05206 5.11601 1.27976
N: 3.40142 3.92090 0.27353
H: 1.26892 5.34304 1.87578
H: 2.94749 5.56655 1.40351
H: 3.70345 3.14564 -0.29905
H: 4.02217 4.63797 0.62078
C: 5.04532 -0.85155 1.49176
O: 3.81399 -0.75032 1.45634
N: 5.55752 -2.02324 1.96997
N: 5.75989 0.00626 0.89010
H: 6.55425 -2.01672 2.13300
H: 4.88008 -2.60703 2.43938
H: 5.36418 0.75813 0.34398
H: 6.69518 0.05362 1.26835

Force components x, y, z for each atom (eV/Å):
0.0 0.0 0.0
0.9 0.3 -4.0
-1.0 0.2 -0.6
0.5 -4.3 4.6
-0.3 3.3 -0.8
-0.2 0.0 0.7
-0.1 -0.4 -0.1
0.1 0.4 0.5
0.1 0.5 -0.5
0.2 0.5 1.6
0.7 0.1 0.7
-1.1 4.1 -0.2
0.7 -3.8 -1.3
-0.5 0.1 -0.3
0.1 0.4 0.3
0.4 -1.1 0.0
-0.4 -0.2 -0.6
5.5 0.1 -0.2
1.3 1.0 -0.1
-6.6 1.1 2.0
0.5 -2.0 -1.7
-1.2 0.9 0.6
0.0 -0.2 -0.1
0.7 -0.7 -0.7
-0.2 0.0 0.2
-1.5 -2.6 0.6
0.0 0.8 -0.6
-1.8 -0.9 -2.0
2.7 1.5 2.2
0.0 0.5 -0.7
-0.5 -0.3 -0.2
0.9 1.0 0.0
0.3 0.1 0.8
-1.0 -1.5 0.6
-1.6 -1.1 -0.4
-1.7 3.6 2.3
4.2 -1.6 -2.4
0.2 0.0 -0.1
-1.0 0.9 0.6
0.2 0.3 0.2
0.6 -0.7 -0.9
-3.7 -4.2 0.6
-1.5 0.4 0.3
0.5 1.5 -0.2
3.9 2.7 -1.0
-0.2 -0.8 0.4
0.6 -0.1 0.2
0.1 -0.2 0.4
0.3 0.7 -0.8

Entry 5:
The following is a quantum chemistry calculation of 6 unconnected molecules or ions with the total composition C6H24N10O6, from the OMol25 dataset.

Calculated values
structure (SMILES) = NC(N)=O.NC(N)=O.NC(N)=O.NC(N)=O.NC(N)=O.CO
largest force on an atom = 3.0 eV/A
electronic energy = -1242.2179 Ha
energy relative to the best compared isomer or geometry (same formula, charge and spin) = 16.5 kJ/mol
net charge = 0

CARTESIAN COORDINATES (ANGSTROEM)
C: 1.18198 2.20757 0.62736
O: 1.04254 1.02943 -0.18041
H: 0.18964 2.65861 0.57591
H: 1.45037 1.92485 1.64955
H: 1.93790 2.94392 0.35870
H: 0.51115 0.36964 0.31883
C: 1.53084 -4.28439 -0.48344
O: 0.29548 -4.32348 -0.61017
N: 2.39371 -5.18831 -1.01091
N: 2.12546 -3.27426 0.22609
H: 3.36026 -4.94618 -1.07038
H: 1.95919 -6.01717 -1.37425
H: 1.54801 -2.50148 0.52497
H: 3.12179 -3.16410 0.26120
C: -0.87223 1.69978 3.83054
O: -1.70354 1.91243 2.96120
N: -0.02472 0.64070 3.81179
N: -0.60633 2.58790 4.87535
H: 0.68031 0.41917 4.48362
H: -0.21621 -0.04319 3.09641
H: 0.03324 2.28534 5.57851
H: -0.90406 3.53582 4.74578
C: -1.69651 3.22636 -1.73071
O: -2.13980 4.32781 -1.40953
N: -2.43863 2.08791 -1.72839
N: -0.42829 3.07854 -2.21234
H: -2.01478 1.20826 -1.95774
H: -3.41835 2.16917 -1.53482
H: 0.06220 3.94870 -2.30503
H: -0.07184 2.17074 -2.48575
C: 0.93929 -0.45101 -3.32407
O: 0.73524 -0.80417 -4.49654
N: 0.41293 -1.16459 -2.29641
N: 1.37524 0.81491 -3.06267
H: -0.07785 -2.01156 -2.51277
H: 0.36156 -0.75615 -1.38288
H: 1.42527 1.25954 -2.15088
H: 1.56139 1.20664 -3.97621
C: -1.26852 -1.26810 0.88608
O: -0.09184 -1.00176 1.23363
N: -1.59555 -2.42234 0.29067
N: -2.25488 -0.34286 0.95891
H: -2.49921 -2.80863 0.09634
H: -0.83880 -3.11203 0.13407
H: -1.94835 0.56335 1.30092
H: -3.12468 -0.39134 0.46985

Force components x, y, z for each atom (eV/Å):
-1.2 -0.5 0.6
0.8 0.1 -0.4
0.2 0.6 0.6
-0.3 0.0 0.1
0.1 -0.4 -0.9
0.4 0.4 0.2
-0.5 1.3 0.4
1.0 -0.5 0.1
-1.0 0.1 0.3
-0.3 -0.2 -0.1
0.2 -0.5 -0.2
0.5 0.0 -0.3
0.0 0.0 0.0
0.0 0.0 0.0
1.0 1.2 0.7
0.1 -0.1 0.1
-0.6 -0.8 -0.6
-0.8 -1.0 -1.1
0.0 0.2 0.3
0.2 -0.2 -0.1
0.2 0.5 0.3
0.0 0.0 0.3
-0.1 1.2 -0.4
0.1 -0.7 0.0
0.0 -0.3 0.3
-0.4 -0.1 0.3
-0.2 -0.1 -0.1
0.0 -0.1 0.1
0.3 -0.2 -0.1
0.0 0.6 -0.2
-2.7 0.0 -1.2
1.2 0.0 0.9
0.6 0.0 0.5
0.5 -0.4 -0.7
0.0 -0.1 0.0
0.1 -0.2 0.2
0.4 -0.5 -0.2
0.3 0.8 0.6
-0.9 0.3 -1.1
-0.5 -0.3 0.0
1.4 -1.6 -0.1
0.9 0.7 0.7
-0.4 0.6 0.2
-0.3 0.4 0.1
-0.4 0.0 0.2
-0.1 -0.3 -0.1

Entry 6:
The following is a quantum chemistry calculation of 5 unconnected molecules or ions with the total composition C6H24N2O4, from the OMol25 dataset.

Calculated values
largest force on an atom = 3.7 eV/A
electronic energy = -653.0998 Ha
energy relative to the best compared isomer or geometry (same formula, charge and spin) = 0.0 kJ/mol
<S²> = 0.756
2S+1 = 2
net charge = +1

CARTESIAN COORDINATES (ANGSTROEM)
C: -0.46261 -1.08593 1.42258
N: 0.90247 -0.53282 1.50308
C: 0.93886 0.91428 1.56642
C: 0.45429 1.45379 2.98388
C: -0.53970 -2.22368 0.36788
N: -0.56998 -1.82899 -1.03921
C: -1.87900 -1.57006 -1.65861
C: -1.87757 -0.23651 -2.39389
H: -0.83230 -1.25267 2.43862
H: -1.10599 -0.31671 0.99963
H: 1.42787 -0.93440 2.27304
H: 1.99204 1.20115 1.47652
H: 0.24373 1.36824 0.86020
H: 1.28458 1.60128 3.69289
H: -0.21296 0.66380 3.31749
H: 0.11870 2.47859 2.88263
H: 0.32793 -2.88393 0.44245
H: -1.45670 -2.77932 0.54622
H: 0.02138 -1.01316 -1.21285
H: -1.94888 -2.35318 -2.43236
H: -2.74923 -1.75374 -1.00868
H: -1.45538 -0.35959 -3.39159
H: -1.33398 0.59001 -1.93843
H: -2.91885 0.04785 -2.49874
H: 2.56693 0.43050 -1.97320
H: 3.61059 1.27036 -1.36311
O: 2.90370 1.31320 -2.00640
H: 1.00553 1.89644 -1.18215
H: 0.91088 2.78323 -2.38255
O: 0.65693 2.73825 -1.45246
H: 2.08081 -0.90410 -0.10991
H: 3.34341 -0.53480 0.66961
O: 3.02434 -0.71217 -0.23140
H: -2.84948 1.54311 -0.14797
H: -2.97048 0.05155 0.40064
O: -2.65188 0.93013 0.57972

Force components x, y, z for each atom (eV/Å):
1.6 1.9 -0.7
-1.8 -0.5 -0.2
0.4 1.0 2.0
1.5 -0.4 -0.9
-0.1 -1.9 -0.6
-1.6 2.2 2.5
0.8 -0.7 -1.1
-0.1 0.0 -0.5
-0.2 -1.2 -0.4
0.2 0.3 0.3
0.0 -0.2 -0.1
-0.4 0.3 -0.7
0.5 -0.2 -0.5
-0.1 -0.7 -0.2
-0.6 0.8 0.6
-1.0 -0.2 -0.1
0.0 -0.1 0.4
0.1 -0.3 0.0
0.6 -0.6 -0.4
-0.3 0.0 0.1
0.7 0.1 0.3
-0.1 0.0 0.0
0.0 -0.1 0.5
-0.1 0.3 -0.2
0.0 -0.9 -0.1
0.3 0.1 0.1
0.0 0.8 -0.5
0.7 -0.3 0.2
0.2 0.2 0.2
-1.1 0.4 -0.2
0.5 0.1 0.5
-0.1 -0.2 -0.5
0.2 -0.4 0.1
-0.2 -0.6 0.3
-0.7 -0.1 -0.5
0.5 0.8 0.2